Entry 1:
Here is a structure of composition C26H31O10P2V from OMol25. Energies are from wB97M-V/def2-TZVPD.

Spin multiplicity: 4
Net charge: -1
HOMO (spin up / spin down) in eV: -4.32 / -5.54

XYZ file:
```
70
Properties=species:S:1:pos:R:3:forces:R:3:lowdin_charge:R:1
C 2.86403 0.83172 -0.82129 0.05 0.00 0.01 -0.179
C 2.46147 -3.35312 0.67664 -0.01 -0.01 -0.02 -0.012
H 2.86541 0.04084 -4.06763 0.00 -0.03 -0.01 0.077
P -2.44933 -0.95152 2.80893 -0.80 -0.19 0.33 0.190
H -4.24382 -6.45018 -0.08803 0.00 -0.01 0.00 0.096
C 2.29606 0.59818 -2.07502 -0.02 -0.01 -0.02 -0.186
H 4.00006 -1.00462 -0.81895 0.02 -0.01 0.01 0.062
O -3.71660 -1.43547 3.65594 0.13 0.10 -0.02 -0.099
O -0.05303 -2.29393 1.03865 0.07 -0.22 -0.13 -0.084
C 1.51633 -5.27823 -0.39536 0.01 0.00 -0.02 -0.015
H 3.96218 -0.18887 0.73003 0.02 -0.01 0.00 0.067
C 0.13231 -2.31039 -1.34167 0.12 -0.13 0.17 -0.560
H 2.46369 -1.33554 -3.04360 -0.01 -0.06 -0.01 0.072
H 0.95763 3.59033 1.47597 0.00 0.03 0.01 0.065
C 1.24293 2.58828 -0.42121 0.04 0.02 -0.06 -0.190
C 0.41075 0.85775 -3.71234 0.04 0.00 0.07 -0.050
H 4.50017 -3.52675 1.30340 0.01 0.01 -0.02 0.100
H -1.62031 -3.78853 -2.17708 0.00 0.00 0.00 0.119
H 2.42326 1.90127 2.15184 0.02 0.02 0.04 0.078
C 4.01937 -0.02518 -0.34548 -0.07 0.07 -0.03 -0.057
C 0.73486 3.73303 0.42165 -0.05 -0.15 0.01 -0.054
O 0.61145 -2.76394 -2.36667 -0.06 0.01 -0.04 0.071
O -2.63676 -1.35216 1.35464 -0.11 0.25 0.44 -0.329
C -1.51072 -4.80810 1.04352 0.00 -0.04 -0.02 -0.022
H 0.72774 1.44921 -4.57843 -0.02 -0.01 -0.01 0.086
H -2.89409 -6.15442 1.96759 0.01 0.01 0.01 0.102
C -0.57621 3.09962 -2.08211 0.05 -0.12 0.05 -0.040
H 4.01388 1.75756 1.39054 0.00 0.00 0.01 0.060
O -0.35882 -1.14294 -1.16134 0.13 -0.43 -1.43 -0.085
H -0.64114 -2.65153 1.72245 0.14 0.08 0.18 0.070
H -0.24708 0.12428 3.07069 0.17 0.08 0.15 0.044
H 4.98970 0.43479 -0.56021 0.02 -0.03 0.02 0.087
C -2.61790 -5.63919 1.05649 -0.02 0.01 0.01 -0.073
C 2.94398 -0.35508 -3.05424 -0.07 0.01 0.08 -0.041
H 3.16811 3.29260 1.36827 -0.01 0.00 0.03 0.079
O -2.57404 0.65989 2.91234 0.43 -0.10 -0.10 -0.253
C 1.37406 -3.97950 0.07408 -0.01 -0.01 0.15 -0.129
C 1.12622 1.26957 -2.44747 0.07 0.04 0.00 -0.195
H 1.18512 4.68023 0.10395 0.00 0.01 0.02 0.091
C 0.06880 -3.21385 -0.06993 0.14 0.17 -0.06 -0.286
C 3.79911 -5.32719 0.36509 0.02 0.03 -0.02 -0.102
H 4.73903 -5.85238 0.48093 0.00 -0.01 0.01 0.094
V -1.00371 -0.43552 0.49165 0.86 -0.76 -0.36 0.906
C 3.66585 -4.02315 0.82339 -0.01 -0.02 -0.01 -0.080
O -1.64796 3.02007 2.68282 0.11 0.00 -0.06 -0.260
O -1.67677 1.38914 0.66686 -0.13 0.91 0.44 -0.354
H -1.48557 2.73653 -1.59547 -0.04 0.05 -0.01 0.084
H 0.68096 -5.76804 -0.87891 0.00 0.00 0.01 0.120
H -4.52821 -1.13941 3.23057 -0.10 -0.04 -0.02 0.079
H 2.81867 -6.96452 -0.61344 0.00 0.00 -0.01 0.097
H -0.71383 3.05221 -3.16018 -0.02 0.00 0.00 0.065
O -0.08259 0.95663 2.56292 -0.44 -0.22 -0.16 -0.155
H 2.35448 -2.33781 1.03423 0.00 0.00 0.03 0.115
C 2.35491 1.84990 -0.00540 0.03 0.05 0.00 -0.181
C -3.00984 -5.13918 -1.25541 0.00 0.01 0.02 -0.071
O -1.19385 -1.40648 3.46974 0.05 0.03 -0.02 -0.276
P -1.48920 1.66577 2.15622 -0.73 0.59 0.58 0.224
H -0.45311 4.14801 -1.81308 -0.02 0.01 0.00 0.074
C -3.37357 -5.80606 -0.09630 0.01 0.01 -0.02 -0.095
H -0.92174 -4.69801 1.94856 0.01 -0.01 0.00 0.132
C -1.14675 -4.12524 -0.11517 0.00 -0.02 0.01 -0.146
H -3.59578 -5.26012 -2.15774 0.00 0.00 0.00 0.100
H 4.00298 -0.48641 -2.83929 0.00 0.00 -0.02 0.067
C 0.61636 2.28576 -1.63699 0.12 0.06 -0.05 -0.187
H -0.34506 3.82947 0.35181 -0.02 0.03 0.00 0.062
H -0.66519 0.97285 -3.59577 0.00 0.00 -0.03 0.076
C 3.03102 2.21264 1.29850 -0.06 -0.05 -0.07 -0.044
H 0.59417 -0.19346 -3.92535 -0.02 0.00 -0.02 0.068
C -1.90092 -4.30216 -1.26707 -0.02 0.01 0.01 -0.001
C 2.72320 -5.94879 -0.25000 -0.02 -0.01 -0.01 -0.084
```
Positions in Å, forces in eV/Å.

***

Entry 2:
Here is a structure of composition C26H32BClCoN2O4 from OMol25. Energies are from wB97M-V/def2-TZVPD.

Spin multiplicity: 5
Net charge: -1
HOMO (spin up / spin down) in eV: -0.05 / -4.21

XYZ file:
```
67
Properties=species:S:1:pos:R:3:forces:R:3:lowdin_charge:R:1
C 1.16942 5.38064 3.06026 -0.05 0.28 0.06 -0.120
H 2.25535 -4.09652 -3.54543 0.05 0.36 -0.05 0.068
Cl -1.20456 -1.77889 -1.04221 -0.92 -1.57 -0.94 0.095
C 1.09352 -4.78732 1.13488 -0.43 -0.17 0.06 -0.059
H 1.19803 3.06995 -2.80895 -0.10 0.05 -0.01 0.095
C -2.24947 -1.88176 2.89383 0.58 -0.65 -0.25 -0.048
H -2.51854 2.34858 -3.01072 -0.05 -0.07 0.14 0.091
H 3.10616 -0.46393 -3.03984 -0.10 0.18 -0.02 0.114
H 1.11466 -5.70569 0.52687 -0.03 0.24 0.29 0.069
C 1.33595 -1.97064 2.19880 -0.15 -0.09 0.19 -0.065
N -0.72239 -0.57332 1.71079 1.18 -2.02 2.02 0.020
H -0.85030 0.01746 4.29191 -0.07 0.05 -0.05 0.095
O 0.90434 0.27430 -3.79652 -0.51 0.93 -1.31 0.012
H -2.02093 5.38162 1.78902 0.27 -0.13 0.05 0.113
C 1.19526 0.26689 -2.50183 -0.92 0.74 1.51 -0.325
H -2.54566 0.56306 4.30759 -0.01 0.10 0.10 0.085
C 1.85682 -3.84173 -1.04693 0.14 -0.46 -0.20 -0.069
H 2.65603 3.82673 2.82884 -0.28 -0.04 -0.16 0.114
H -3.17089 -0.37846 0.72768 -0.19 0.10 0.05 0.063
H 1.47304 -2.76752 2.93430 0.03 0.04 0.11 0.116
H 3.30163 -2.65763 -3.71391 -0.22 -0.07 -0.04 0.074
H 1.53575 -2.51366 -3.93368 0.20 -0.09 0.01 0.074
H 1.86074 -1.06370 2.51382 0.01 -0.05 0.13 0.123
C 2.41822 -1.51443 -1.29615 0.45 -1.76 -0.96 -0.237
C -0.32164 1.08778 -3.96580 0.48 -0.75 -0.14 -0.051
H -0.44204 6.79844 3.15113 0.03 -0.24 -0.06 0.090
C 2.62022 -1.49550 0.09062 -0.78 1.13 0.19 -0.075
C 2.53729 -0.27660 -2.12334 -0.12 0.11 -0.11 -0.067
H -0.37317 3.83373 -3.17567 0.02 0.12 0.00 0.085
C -1.97061 1.82784 -2.21364 -0.17 0.04 -0.14 -0.048
C 1.65016 4.16121 2.57638 -0.08 -0.14 -0.14 -0.006
H -2.88298 -2.40062 2.15934 0.18 0.12 0.19 0.132
H 1.82116 5.99283 3.69014 -0.22 -0.17 -0.25 0.094
H -2.85180 1.22234 1.47218 -0.17 -0.18 -0.04 0.072
H -1.33574 1.43195 3.32912 -0.01 -0.07 0.09 0.084
C -0.51799 3.84590 1.53714 -0.06 0.27 0.35 -0.239
C 0.14388 3.12871 -2.51959 0.04 0.10 -0.18 -0.011
H 3.30838 -0.81089 0.56721 -0.29 0.74 0.14 0.079
H -4.02114 0.10319 2.23401 -0.02 0.08 -0.18 0.091
C -1.97342 -0.44079 2.49396 0.38 0.00 -0.43 -0.562
C 2.17907 -2.77044 -1.88369 -0.02 0.82 0.39 -0.273
H 1.71206 -4.83662 -1.48211 0.09 0.28 0.14 0.090
C -3.08283 0.17099 1.67003 -0.26 -0.04 0.05 -0.044
H -0.15224 1.78682 -4.79679 0.02 -0.25 0.24 0.129
H 1.74579 -4.92776 2.01061 -0.21 -0.06 -0.11 0.076
H -1.15126 0.40261 -4.20095 0.31 0.15 0.06 0.132
H -2.09815 2.38385 -1.27824 -0.01 -0.15 -0.23 0.070
O -1.20051 2.88320 0.85725 0.67 0.37 0.21 0.061
O -0.90607 -2.50260 2.83530 -1.16 -0.11 1.07 0.008
C -0.50462 1.75270 -2.60970 0.28 -0.36 0.52 -0.551
C -1.65368 0.44897 3.68651 -0.06 -0.04 0.20 -0.009
N 0.30023 0.86632 -1.72302 2.14 -0.36 -2.24 0.012
C -1.00255 5.05583 2.00249 0.29 0.02 0.03 -0.009
C -0.12022 5.82986 2.76883 0.08 0.05 0.05 -0.118
H -2.37625 0.81496 -2.10413 -0.06 0.16 -0.05 0.066
B -0.27231 1.79396 0.66497 -0.30 1.75 0.77 -0.519
C 1.57463 -3.63755 0.30587 0.00 0.92 0.33 -0.273
C 0.78528 3.40538 1.79617 -0.04 0.29 0.37 -0.220
C 2.32497 -3.01446 -3.35364 -0.32 -0.05 -0.34 -0.061
O 0.96903 2.16567 1.26265 -0.38 0.38 -0.01 0.127
C 1.82507 -2.36354 0.84782 0.34 -2.08 -0.40 -0.239
H 0.09142 3.49272 -1.48949 -0.01 -0.02 -0.13 0.080
H 0.06375 -4.63606 1.49151 0.21 -0.11 0.00 0.071
C -0.12071 -1.65864 2.17407 -0.46 1.79 -0.68 -0.337
Co -0.71651 0.12835 -0.18752 0.44 -0.52 0.18 0.312
H 3.03445 0.48938 -1.51995 0.12 0.10 -0.11 0.120
H -2.64134 -2.01424 3.91165 0.18 0.02 -0.29 0.130
```
Positions in Å, forces in eV/Å.

***

Entry 3:
Here is a structure of composition C26H32BF4LiO10 from OMol25. Energies are from wB97M-V/def2-TZVPD.

Spin multiplicity: 1
Net charge: 0
HOMO in eV: -7.43

XYZ file:
```
74
Properties=species:S:1:pos:R:3:forces:R:3:lowdin_charge:R:1
C -3.08128 3.85834 -1.87350 4.37 0.28 6.98 0.022
O -0.09028 -1.77366 1.90950 -5.32 -2.51 -0.16 0.067
C -5.88228 -1.97366 -2.21450 -3.18 3.29 -0.91 -0.033
H 2.79272 -4.67966 0.42450 -0.07 -0.37 -1.72 0.115
F 2.51472 0.16034 -1.68050 -1.07 -0.15 -0.13 0.116
C -3.73528 -1.06366 -1.64950 -2.70 3.86 0.36 -0.247
F 1.60472 -0.69366 0.22950 -0.29 0.28 -1.31 0.081
C 4.51472 3.93134 0.27650 -1.46 -1.92 -3.76 -0.024
H -7.90728 0.22234 -3.19750 -0.47 2.55 -0.50 0.065
F 0.27672 0.79134 -0.96650 1.26 -0.52 -0.15 0.090
H -0.81928 1.52834 -2.19750 -0.43 1.18 0.61 0.078
H -2.03328 -0.35266 -0.86150 -1.05 -0.66 -0.61 0.118
H -1.04128 -4.89766 -3.41150 0.40 -0.73 0.46 0.076
C -3.54928 4.83234 -0.93350 -0.46 -1.97 -3.41 -0.012
C 4.57372 1.52934 0.78950 -0.82 1.93 -0.67 -0.331
C -1.75028 4.35734 0.57550 1.04 1.76 1.58 -0.024
C 5.82072 3.22034 2.06250 -2.30 -1.96 -0.47 0.022
C 1.84772 -3.05766 5.34850 -4.14 2.74 -4.65 -0.359
C -0.89028 -3.84366 -3.48450 -2.22 0.70 -4.11 -0.126
C -2.91928 5.09134 0.23350 3.40 -1.76 0.16 -0.413
H -1.29428 -3.27966 -2.65550 1.27 0.48 0.61 0.080
C -0.32128 -2.68966 4.10850 -2.00 0.30 0.14 -0.006
H 2.90672 -3.21166 -0.21550 2.68 4.81 -0.57 0.007
H -4.25728 -2.97466 -1.79150 4.41 -10.16 0.96 0.017
H 6.39272 3.36834 2.93250 0.95 0.49 0.83 0.091
H 4.32172 4.58834 -0.56950 -0.23 0.56 0.63 0.117
H 0.40272 -3.86766 -5.20050 -0.80 1.62 4.62 0.216
H -0.36728 2.73734 0.03150 -0.50 0.81 -0.26 0.114
C 2.48772 -2.78266 4.09250 -0.99 -0.76 0.99 0.017
C 0.37972 -2.90666 5.31050 2.67 -0.45 -4.13 0.019
H -0.25328 -3.07466 6.06550 -1.61 -0.71 3.50 0.056
C -6.38128 -0.69266 -2.48150 1.70 0.94 -0.05 -0.329
H -1.10728 4.84034 1.48850 -1.65 -1.72 -2.07 0.161
H -1.52228 -3.49366 -4.32850 -1.25 -0.69 1.05 0.098
H 2.48072 -2.45466 7.12550 -0.32 -2.13 -2.09 0.182
H 3.69072 2.26134 -0.98250 0.06 0.70 0.37 0.113
O 4.07972 0.31034 0.58950 1.15 -1.84 1.19 0.059
F 0.66372 -1.20866 -1.81750 -0.04 -2.05 -1.44 0.133
O -1.40828 2.27434 -2.44950 -0.23 -0.09 0.08 -0.012
C 4.20272 2.57034 -0.06150 0.27 0.96 0.87 0.011
Li 1.50072 -2.67466 -2.78250 -0.36 -0.24 0.05 0.772
H -1.49228 -2.64666 3.91250 2.56 -0.07 1.19 0.164
C -5.56128 0.42834 -2.31950 -0.51 0.49 0.28 -0.015
O 2.02372 -4.49466 -1.61650 0.20 2.89 -2.00 -0.088
H -6.05028 1.43734 -2.57250 1.10 -1.40 0.61 0.133
O -2.47728 -1.16966 -1.19150 1.62 -1.30 0.48 0.026
H -2.48028 6.52134 1.53050 -1.67 -1.47 -1.48 0.156
C -4.66728 -2.17266 -1.82350 2.53 10.26 0.53 -0.007
H -4.38728 5.32834 -1.35550 -0.74 1.06 0.55 0.103
H 2.25672 -5.36266 -1.53650 0.66 -3.81 -0.78 0.052
C 1.71372 -2.42266 2.97150 6.04 -1.71 -0.04 -0.059
B 1.28072 -0.23266 -1.10250 0.16 1.73 2.33 -1.164
H -3.78228 1.21534 -1.44350 0.67 -0.35 -0.21 0.086
H -3.39028 3.70134 -2.79950 -1.86 -0.52 -3.80 0.061
H 6.53872 5.69234 1.84650 0.05 -0.49 0.10 0.101
H 2.26872 -2.33266 1.97950 -0.87 0.35 1.54 0.130
C 5.25172 4.28534 1.33950 2.54 -1.30 1.55 -0.359
O 2.43472 -3.26366 6.48250 2.42 0.89 4.79 0.018
C -1.22928 3.37434 -0.24650 -0.24 -0.58 -0.21 -0.031
H 1.25272 -3.87766 0.19850 3.02 0.45 -1.30 0.169
H 0.33172 -1.09266 1.47150 2.29 1.81 -0.86 0.038
C 2.37572 -4.01166 -0.39350 -6.57 -3.42 6.31 -0.180
H 3.54372 -2.92966 3.90850 0.15 0.15 0.52 0.103
C -4.24228 0.29234 -1.77750 -1.89 -2.29 -0.92 0.017
H -6.59228 -2.69566 -2.25650 -1.74 -2.54 -0.44 0.098
O -7.63428 -0.62266 -2.96850 -0.41 -2.74 0.36 0.070
C -1.88828 3.14334 -1.46450 -0.99 -0.24 -1.55 -0.291
H 3.42872 0.16334 -0.09950 0.04 0.80 -0.23 0.050
O -3.23828 6.11734 0.98050 -0.16 3.53 2.74 0.031
O 5.62872 5.58034 1.56750 -0.73 0.85 -0.25 0.034
C 0.40572 -2.37166 2.98850 -0.98 1.89 -0.54 -0.419
O 0.31172 -3.45166 -4.17850 2.70 -1.12 -2.25 -0.274
C 5.41072 1.85334 1.85450 -3.50 8.92 -5.75 0.034
H 5.81172 1.19134 2.32650 4.39 -7.57 5.86 0.011
```
Positions in Å, forces in eV/Å.

***

So what do the calculations give for maximum force? Going down the list: 0.0292 0.0606 0.2173 hartree/bohr.
So what do the calculations give for E_tot? Going down the list: -92218.8300 -89478.2421 -59705.4267 eV.